Version 1
A 2-piece molecular cluster, C6H16N2O overall, computed with ωB97M-V with the def2-TZVPD basis set.

Cartesian coordinates (Å):
C: -0.247 -2.433 -0.286
C: -0.185 -1.277 -1.234
C: 1.067 -0.544 -1.498
C: 0.049 0.315 -0.748
C: 0.511 0.926 0.597
C: -0.424 2.094 0.969
N: 0.520 -0.126 1.605
N: 1.862 1.477 0.565
H: -1.258 -2.601 0.074
H: 0.419 -2.273 0.558
H: 0.097 -3.320 -0.826
H: -0.909 -1.321 -2.042
H: 1.299 -0.255 -2.515
H: 1.919 -0.888 -0.925
H: -0.358 1.082 -1.407
H: -0.097 2.524 1.914
H: -1.448 1.745 1.090
H: -0.404 2.871 0.205
H: -0.437 -0.417 1.788
H: 0.934 0.241 2.455
H: 1.965 2.124 -0.208
H: 2.543 0.735 0.453
O: -2.539 -0.457 0.088
H: -3.302 -0.174 -0.415
H: -1.578 -0.048 -0.258

Results
Highest occupied orbital energy, eV: -9.2
Gap between HOMO and LUMO, hartree: 0.370

natural (NBO) atomic charge list, values in e, 2 entries: number 1, C, carries -0.65; number 2, C, carries -0.12

Version 2
A 2-piece molecular cluster, C6H16N2O overall, computed with ωB97M-V with the def2-TZVPD basis set.

Cartesian coordinates (Å):
C: -1.158 -1.629 -0.671
C: -0.473 -0.901 0.459
O: -1.144 -0.476 1.404
C: 1.078 -0.825 0.471
C: 1.714 -1.049 -0.902
C: 1.506 0.550 1.004
N: 1.575 -1.858 1.401
H: -2.242 -1.524 -0.564
H: -0.901 -2.690 -0.635
H: -0.877 -1.196 -1.634
H: 1.358 -0.307 -1.626
H: 2.806 -0.966 -0.855
H: 1.480 -2.041 -1.306
H: 1.089 0.752 1.998
H: 1.159 1.350 0.341
H: 2.597 0.629 1.081
H: 1.157 -1.694 2.321
H: 1.256 -2.781 1.111
C: -1.753 2.801 -0.100
N: -1.739 1.999 -1.313
H: -2.737 3.257 0.039
H: -1.007 3.598 -0.167
H: -1.527 2.184 0.774
H: -0.818 1.586 -1.431
H: -2.398 1.230 -1.200

Results
Highest occupied orbital energy, eV: -9.3
Gap between HOMO and LUMO, hartree: 0.367

natural (NBO) atomic charge list, values in e, 2 entries: number 1, C, carries -0.73; number 2, C, carries 0.60

Quick ranking, most stable first: version 2, version 1.

Version 1
Cl2HNOS as an isolated structure, computed with ωB97M-V with the def2-TZVPD basis set.

Cartesian coordinates (Å):
N: -0.443 1.223 0.499
O: -0.983 -0.591 -2.130
S: -0.193 -0.063 -0.191
Cl: 1.852 -0.187 -0.547
Cl: -0.241 -1.894 1.056
H: 0.008 1.512 1.313

Results
Highest occupied orbital energy (alpha / beta), eV: -11.3 / -11.3
Gap between HOMO and LUMO (alpha / beta), hartree: 0.304 / 0.304

natural (NBO) atomic charge list, values in e, 2 entries: number 1, N, carries -0.97; number 2, O, carries -0.45

Version 2
One molecule with the formula Cl2HNOS, computed with ωB97M-V with the def2-TZVPD basis set.

Cartesian coordinates (Å):
N: 0.182 -0.793 -0.413
O: 4.119 1.396 -0.664
S: 3.628 0.645 0.449
Cl: 4.498 -1.146 0.274
Cl: 1.430 0.292 -0.605
H: -0.750 -0.466 -0.089

Results
Highest occupied orbital energy (alpha / beta), eV: -10.1 / -8.6
Gap between HOMO and LUMO (alpha / beta), hartree: 0.329 / 0.269

natural (NBO) atomic charge list, values in e, 2 entries: number 1, N, carries -0.59; number 2, O, carries -0.84

Quick ranking, most stable first: version 2, version 1.

Version 1
One molecule with the formula C4H7FO, computed with ωB97M-V with the def2-TZVPD basis set.

Cartesian coordinates (Å):
C: 1.548 0.121 0.714
C: 0.349 0.009 -0.213
C: -0.670 -1.076 -0.006
F: -1.255 -0.885 1.221
C: 0.302 0.720 -1.496
O: -0.327 1.278 -0.356
H: 2.154 -0.768 0.742
H: 1.180 0.368 1.725
H: 2.241 1.000 0.400
H: -1.497 -1.056 -0.753
H: -0.151 -2.034 0.022
H: 1.197 1.150 -1.984
H: -0.395 0.432 -2.281

Results
Highest occupied orbital energy, eV: -10.4
Gap between HOMO and LUMO, hartree: 0.419

natural (NBO) atomic charge list, values in e, 2 entries: number 1, C, carries -0.63; number 2, C, carries 0.15

Version 2
A 2-piece molecular cluster, C4H7FO overall, computed with ωB97M-V with the def2-TZVPD basis set.

Cartesian coordinates (Å):
C: -1.566 1.521 -0.786
C: -1.610 1.577 0.493
F: -1.679 0.476 1.311
H: -1.477 0.628 -1.462
H: -1.518 2.470 -1.335
H: -1.823 2.617 1.097
C: 1.506 -1.946 0.786
C: 1.199 -1.379 -0.391
O: 1.249 -0.151 -0.874
H: 1.498 -2.988 0.878
H: 1.783 -1.252 1.658
H: 1.110 -2.106 -1.223
H: 1.329 0.533 -0.153

Results
Highest occupied orbital energy, eV: -8.9
Gap between HOMO and LUMO, hartree: 0.362

natural (NBO) atomic charge list, values in e, 2 entries: number 1, C, carries -0.50; number 2, C, carries 0.22

Version 3
One molecule with the formula C4H7FO, computed with ωB97M-V with the def2-TZVPD basis set.

Cartesian coordinates (Å):
C: 0.589 1.600 -0.199
C: 0.279 0.296 0.097
C: -1.207 0.032 0.226
O: -1.555 -1.132 -0.400
C: 1.291 -1.016 0.213
F: 2.559 -0.652 -0.293
H: 1.688 1.906 -0.343
H: -0.191 2.325 -0.352
H: -1.698 0.950 -0.176
H: -1.498 -0.018 1.330
H: -2.445 -1.061 -0.880
H: 0.827 -1.763 -0.496
H: 1.360 -1.466 1.274

Results
Highest occupied orbital energy, eV: -9.6
Gap between HOMO and LUMO, hartree: 0.378

natural (NBO) atomic charge list, values in e, 2 entries: number 1, C, carries -0.41; number 2, C, carries -0.03

Quick ranking, most stable first: version 1, version 3, version 2.

Version 1
A 2-piece molecular cluster, H5NOSi overall, computed with ωB97M-V with the def2-TZVPD basis set.

Cartesian coordinates (Å):
N: -0.848 -0.739 -1.050
Si: 0.278 -1.208 -0.031
H: -0.984 -1.063 -1.994
H: -0.060 -0.920 1.317
H: 1.846 -1.536 0.006
O: 0.182 1.814 0.400
H: 0.084 1.219 1.174
H: -0.627 1.803 -0.115

Results
Highest occupied orbital energy, eV: -9.7
Gap between HOMO and LUMO, hartree: 0.348

natural (NBO) atomic charge list, values in e, 2 entries: number 1, N, carries -1.34; number 2, Si, carries 1.38

Version 2
One molecule with the formula H5NOSi, computed with ωB97M-V with the def2-TZVPD basis set.

Cartesian coordinates (Å):
N: 0.908 -0.156 -0.651
Si: -0.372 -0.015 0.546
O: -1.808 0.257 -0.265
H: 0.833 0.505 -1.338
H: 1.776 0.032 -0.296
H: -0.481 -1.456 1.063
H: -0.193 0.805 1.858
H: -2.011 -0.454 -0.855

Results
Highest occupied orbital energy, eV: -10.1
Gap between HOMO and LUMO, hartree: 0.402

natural (NBO) atomic charge list, values in e, 2 entries: number 1, N, carries -1.25; number 2, Si, carries 1.55

Quick ranking, most stable first: version 2, version 1.

Version 1
C3H4N2O3 as an isolated structure, computed with ωB97M-V with the def2-TZVPD basis set.

Cartesian coordinates (Å):
C: 1.123 0.377 -0.213
C: -1.258 0.951 0.282
C: -2.333 -0.190 -0.144
H: 0.289 -1.625 -0.223
H: 3.029 -0.545 -0.203
H: -0.993 2.277 -0.025
H: -1.317 0.926 1.670
N: 2.000 -0.762 -0.359
N: -3.145 -1.006 -0.450
O: 1.346 -1.957 0.240
O: 1.320 1.635 -0.290
O: -0.062 -0.082 -0.286

Results
Highest occupied orbital energy, eV: -9.7
Gap between HOMO and LUMO, hartree: 0.346

natural (NBO) atomic charge list, values in e, 2 entries: number 1, C, carries 0.86; number 2, C, carries -0.22

Version 2
A 2-piece molecular cluster, C3H4N2O3 overall, computed with ωB97M-V with the def2-TZVPD basis set.

Cartesian coordinates (Å):
C: -1.267 0.289 1.816
N: -1.283 0.154 0.541
N: -2.334 -0.399 -0.089
O: -2.848 -1.396 0.378
O: -2.578 0.156 -1.132
H: -0.462 0.827 2.273
H: -2.024 -0.115 2.406
C: 0.215 -1.601 -0.770
C: 1.254 -1.536 -0.004
O: 2.230 -1.508 0.644
H: -0.059 -0.919 -1.683
H: -0.770 -2.017 -0.289

Results
Highest occupied orbital energy, eV: -9.2
Gap between HOMO and LUMO, hartree: 0.299

natural (NBO) atomic charge list, values in e, 2 entries: number 1, C, carries 0.01; number 2, N, carries -0.28

Quick ranking, most stable first: version 2, version 1.

Version 1
One molecule with the formula C7H8, computed with ωB97M-V with the def2-TZVPD basis set.

Cartesian coordinates (Å):
C: 0.989 -1.508 1.258
C: 0.318 -0.451 0.410
C: -1.016 -0.573 0.320
C: -1.782 0.512 -0.206
C: -0.952 1.505 -0.949
C: 0.503 1.407 -1.085
C: 1.138 0.469 -0.298
H: 2.032 -1.634 0.966
H: 0.498 -2.501 1.191
H: 0.770 -1.060 2.166
H: -1.543 -1.496 0.319
H: -2.723 0.343 -0.686
H: -1.408 2.316 -1.603
H: 0.925 2.307 -1.541
H: 2.252 0.365 -0.263

Results
Highest occupied orbital energy, eV: -8.7
Gap between HOMO and LUMO, hartree: 0.357

natural (NBO) atomic charge list, values in e, 2 entries: number 1, C, carries -0.62; number 2, C, carries -0.02

Version 2
One molecule with the formula C7H8, computed with ωB97M-V with the def2-TZVPD basis set.

Cartesian coordinates (Å):
C: 3.483 -0.089 0.105
C: 2.262 0.043 -0.086
C: 0.700 0.151 -0.065
C: -0.035 1.223 0.243
C: -1.502 0.948 -0.114
C: -1.553 -0.599 0.139
C: -0.102 -1.099 -0.239
H: 4.526 -0.298 0.121
H: 0.379 2.254 0.531
H: -1.565 1.184 -1.203
H: -2.203 1.507 0.331
H: -1.824 -0.816 1.146
H: -2.373 -1.118 -0.528
H: -0.073 -1.624 0.768
H: -0.119 -1.666 -1.148

Results
Highest occupied orbital energy, eV: -8.9
Gap between HOMO and LUMO, hartree: 0.360

natural (NBO) atomic charge list, values in e, 2 entries: number 1, C, carries -0.24; number 2, C, carries -0.03

Quick ranking, most stable first: version 1, version 2.